Computed, not measured: a structure of composition C28H37Ge2N2Na, with the ωB97M-V functional and the def2-TZVPD basis.

Each line ends with the natural charge from an NBO analysis.
Cartesian coordinates (Å):
Ge: 2.08 -0.51 -0.50  1.0844
Ge: 0.60 0.22 1.27  1.1771
Na: -0.34 0.15 -2.29  0.9100
N: -2.51 -0.02 -1.66  -0.6049
N: -0.64 2.30 -1.86  -0.6280
C: 0.08 2.60 2.94  -0.6088
C: 0.20 2.13 1.50  -0.8274
C: 1.79 -0.15 4.57  -0.2202
C: 2.98 -2.91 -1.90  -0.6101
C: -1.23 4.45 -1.42  -0.3538
C: 1.69 -2.17 -1.51  -0.8134
C: 2.74 -0.30 3.56  -0.0033
C: 2.32 -0.36 2.15  -0.3842
C: -5.81 -1.60 -4.53  -0.1904
C: -0.21 3.56 -1.80  -0.0411
C: -4.97 -2.30 -5.37  -0.2230
C: 4.36 0.93 -1.65  -0.6053
C: -0.97 -0.95 1.57  -0.8258
C: 2.84 0.83 -1.75  -0.8237
C: -5.37 -1.19 -3.28  -0.2459
C: 3.49 -0.21 6.26  -0.2126
C: -1.98 2.35 -1.52  -0.0659
C: 4.46 -0.33 5.26  -0.2067
C: -3.58 -1.00 -1.51  -0.2681
C: -2.37 3.67 -1.24  -0.2504
C: -3.24 -2.18 -3.71  -0.2425
C: -4.08 -1.47 -2.85  0.0711
C: 4.08 -0.38 3.93  -0.2144
C: 3.10 -0.79 1.13  -0.6088
C: -2.83 1.21 -1.44  0.1415
C: -1.47 -1.13 3.00  -0.6097
C: 2.16 -0.11 5.91  -0.1988
C: -3.67 -2.59 -4.96  -0.2051
H: -3.19 -1.86 -0.95  0.1980
H: 5.51 -0.39 5.53  0.2129
H: -3.01 -3.15 -5.61  0.2114
H: -2.24 -2.43 -3.38  0.1999
H: -3.36 3.99 -0.96  0.2087
H: -6.04 -0.63 -2.63  0.2104
H: 3.79 -0.17 7.30  0.2134
H: 2.77 -3.84 -2.43  0.2101
H: -0.15 3.67 2.99  0.2131
H: 4.67 1.22 -0.64  0.2100
H: -1.14 5.52 -1.30  0.2125
H: -4.41 -0.59 -0.93  0.1810
H: -0.71 2.35 0.93  0.2466
H: -0.73 -1.64 3.62  0.2055
H: 1.00 2.43 3.50  0.2061
H: 4.85 -0.46 3.17  0.2089
H: 0.99 2.70 0.99  0.2307
H: -5.31 -2.62 -6.35  0.2138
H: 4.10 -1.19 1.28  0.2039
H: 2.38 1.80 -1.54  0.2386
H: 0.74 -0.06 4.31  0.2117
H: 1.40 0.00 6.67  0.2126
H: -6.82 -1.36 -4.85  0.2124
H: 4.85 -0.03 -1.86  0.1982
H: 1.13 -1.95 -2.43  0.1854
H: 0.82 3.81 -2.02  0.1829
H: 2.56 0.57 -2.78  0.2069
H: 3.57 -3.16 -1.02  0.2106
H: 3.60 -2.29 -2.55  0.2017
H: -1.76 -0.52 0.94  0.2317
H: -1.70 -0.17 3.47  0.2009
H: 4.77 1.66 -2.35  0.2098
H: -0.72 2.07 3.48  0.1937
H: -3.86 1.45 -1.15  0.1608
H: -2.38 -1.73 3.03  0.2084
H: -0.74 -1.92 1.13  0.2176
H: 1.05 -2.81 -0.90  0.2275

Summary:
- E_HOMO (eV) = -7.152
- total charge = 0
- electronic energy (eV) = -150064.4765

Computed, not measured: a structure of composition C28H37KN4O4 in a non-equilibrium geometry, with the ωB97M-V functional and the def2-TZVPD basis.

Each line ends with the Mulliken charge.
Cartesian coordinates (Å):
K: -0.39 -0.61 -0.07  0.9245
O: -2.08 1.76 1.63  -0.6182
O: 3.28 -1.53 2.18  -0.8136
O: -1.31 3.51 2.82  -0.8071
O: 1.63 -1.27 0.68  -0.4140
N: 3.43 2.84 2.38  -0.6082
N: 0.41 0.56 2.29  0.4992
N: 2.21 2.28 -0.07  -0.5284
N: 1.81 4.42 2.85  -0.5472
C: 3.91 1.93 1.54  -0.2909
C: 1.26 0.92 4.90  -0.2991
C: -2.80 -1.08 -1.82  0.1371
C: -1.56 -2.99 -1.42  -0.3925
C: 1.47 -0.11 2.75  0.1610
C: -2.40 -4.73 0.21  -2.3861
C: -4.51 0.11 -0.41  -1.7961
C: 1.46 -3.23 -2.71  -1.7740
C: 0.86 -1.19 -3.90  -1.9598
C: -1.15 -5.47 -1.75  -1.8942
C: 3.32 1.65 0.32  -0.1474
C: -0.17 -3.33 -4.62  -1.8624
C: -1.31 2.30 2.44  0.0987
C: 2.30 3.45 2.01  0.5990
C: -0.93 -2.26 -2.47  0.2297
C: -3.95 -0.09 -1.82  2.3036
C: 0.28 -2.52 -3.38  2.3850
C: -3.51 1.28 -2.35  -1.8962
C: 0.18 1.63 4.40  -0.6858
C: 1.93 0.05 4.05  -0.4503
C: -0.20 1.43 3.07  0.2965
C: -2.70 -2.23 -1.03  -0.3713
C: -5.07 -0.63 -2.73  -1.8785
C: 2.20 -1.07 1.78  -0.0007
C: 1.70 3.16 0.77  -0.3707
C: -1.26 -4.33 -0.74  2.6548
C: 0.01 -4.28 0.14  -1.5558
C: -1.72 -1.11 -2.71  -0.7985
H: -1.57 -0.39 -3.50  -0.0451
H: 0.78 4.45 2.89  0.3384
H: 1.09 -0.53 -3.07  0.2700
H: -0.03 -3.41 0.80  0.0990
H: -4.85 -0.83 0.02  0.2599
H: -4.34 1.99 -2.30  0.4807
H: -4.70 -0.79 -3.74  0.3600
H: -3.43 -2.52 -0.29  0.2158
H: 0.17 -0.68 -4.58  0.3490
H: 2.23 4.33 3.77  0.3316
H: -3.35 -4.77 -0.32  0.4026
H: -2.69 1.66 -1.74  0.2792
H: -5.36 0.81 -0.43  0.4385
H: 2.31 -3.25 -3.39  0.5609
H: 3.73 0.92 -0.36  0.3983
H: -0.39 -5.29 -2.51  0.2361
H: -2.48 -4.03 1.04  0.3599
H: -0.90 -6.41 -1.25  0.4349
H: -3.74 0.53 0.24  0.4105
H: 0.79 3.68 0.46  0.4312
H: 0.92 -4.20 -0.43  0.1831
H: -3.18 1.21 -3.39  0.3259
H: -2.19 -5.72 0.62  0.5084
H: 0.66 -3.48 -5.32  0.4827
H: -0.37 2.34 5.00  0.4397
H: 1.75 -2.70 -1.81  0.0812
H: 4.81 1.41 1.86  0.3486
H: 2.81 -0.50 4.35  0.4819
H: -0.56 -4.30 -4.34  0.2629
H: 1.78 -1.39 -4.46  0.4828
H: 0.07 -5.18 0.76  0.5173
H: -5.92 0.06 -2.77  0.4517
H: -2.11 -5.60 -2.27  0.3633
H: -5.42 -1.60 -2.35  0.3241
H: 1.56 1.04 5.93  0.3819
H: 1.24 -4.26 -2.46  0.2898
H: -0.96 -2.79 -5.14  0.3211

Summary:
- E_HOMO (eV) = -1.449
- total charge = -2
- electronic energy (eV) = -60116.2657

Computed, not measured: the ion C28H37N4O2 with charge +1 in a non-equilibrium geometry, with the ωB97M-V functional and the def2-TZVPD basis.

Each line ends with the Mulliken charge.
Cartesian coordinates (Å):
O: -1.69 -0.13 -1.85  -0.6439
O: 1.49 -0.71 1.75  -0.8661
N: -1.18 0.86 3.49  0.0320
N: -0.52 0.95 -3.42  0.7556
N: 0.64 -1.80 -1.49  0.3887
N: -0.68 -1.21 3.92  0.3551
C: 0.36 -0.13 1.77  0.4628
C: 1.40 -2.51 4.10  -1.5843
C: -0.06 0.63 0.63  -1.5890
C: 1.73 1.95 -4.08  -0.8634
C: -1.27 2.20 2.92  -0.8536
C: 0.69 -4.46 -0.59  -0.1106
C: -1.70 1.78 -3.71  -0.6115
C: -0.11 -2.58 3.87  1.7217
C: -0.50 -0.20 3.01  0.1245
C: -0.59 0.14 -2.32  -0.8831
C: -2.68 1.13 -4.66  -1.2978
C: -0.71 -3.42 4.97  -2.2348
C: 1.84 -2.43 -1.22  0.0134
C: -0.50 -2.56 -1.46  0.0958
C: -1.47 -0.76 4.95  -0.1247
C: 0.93 2.41 -0.79  0.0081
C: -0.42 -3.21 2.53  -1.2437
C: -1.83 0.53 4.66  -0.9819
C: 0.88 0.86 -0.46  1.1957
C: 2.16 4.45 -1.39  -0.6090
C: -0.25 3.14 -0.96  -0.2791
C: -0.50 -3.87 -1.00  -0.9255
C: 0.69 -0.26 -1.59  -0.4989
C: 2.14 3.14 -0.86  -0.3357
C: 1.86 -3.71 -0.70  -0.6344
C: 0.97 5.08 -1.76  -0.6346
C: 0.59 1.01 -4.40  -0.7579
C: -0.24 4.43 -1.53  -0.6752
H: 0.15 1.38 -5.32  0.4652
H: -0.29 2.54 2.59  0.3765
H: -3.51 1.81 -4.79  0.4422
H: 3.10 4.99 -1.53  0.3940
H: -1.80 -3.51 4.89  0.4783
H: -1.11 0.95 0.66  0.3942
H: -1.19 4.89 -1.82  0.4216
H: 1.54 -0.24 -2.34  1.0023
H: -2.17 2.06 -2.77  0.2758
H: -2.23 0.97 -5.64  0.3188
H: -0.43 -3.04 5.97  0.5038
H: 1.93 0.62 -0.10  0.7546
H: -2.00 2.21 2.11  0.3299
H: -1.51 -3.23 2.35  0.3977
H: 0.08 -2.66 1.72  -0.0746
H: 2.30 1.64 -3.20  0.1942
H: 1.40 2.97 -3.91  0.1747
H: -1.42 -4.46 -0.89  0.4275
H: 2.83 -4.06 -0.34  0.4122
H: -1.50 -2.18 -1.64  0.4525
H: -1.79 -1.35 5.77  0.4779
H: -1.64 2.85 3.70  0.3633
H: 1.88 -1.94 3.31  0.2583
H: -2.42 1.22 5.20  0.4483
H: -0.05 -4.25 2.51  0.4784
H: 2.70 -1.77 -1.24  0.3954
H: 1.60 -2.03 5.07  0.4182
H: 0.76 -5.46 -0.16  0.4419
H: 3.10 2.69 -0.58  0.3758
H: 0.97 6.08 -2.22  0.3876
H: 0.96 0.01 -4.61  0.3614
H: -1.22 2.65 -0.75  0.4248
H: 1.80 -3.53 4.11  0.4348
H: -1.34 2.70 -4.15  0.5233
H: -3.02 0.18 -4.26  0.2503
H: -0.31 -4.45 4.90  0.4161
H: 2.43 2.00 -4.91  0.4881

Summary:
- E_HOMO (eV) = -9.317
- total charge = +1
- SMILES = CCN(CC)C(=O)[C@@H]([C@H](/C=C(\[O-])c1n(C)cc[n+]1C(C)(C)C)c1ccccc1)[n+]1ccccc1
- electronic energy (eV) = -39684.0803

Computed, not measured: a structure of composition C28H37OSi in a non-equilibrium geometry, with the ωB97M-V functional and the def2-TZVPD basis.

Each line ends with the natural charge from an NBO analysis.
Cartesian coordinates (Å):
Si: 1.82 -1.26 -2.17  2.0103
O: 1.62 3.00 2.54  -0.5242
C: 1.12 3.60 6.63  -0.2222
C: -3.78 -0.27 -0.13  0.0768
C: -1.40 2.71 0.51  -0.1886
C: -2.88 0.96 -0.34  -0.4550
C: -1.68 1.36 0.53  -0.0266
C: 0.21 1.06 2.04  -0.2114
C: -3.51 -1.44 0.61  -0.2562
C: -0.30 3.26 1.15  -0.2422
C: -0.28 -3.39 -2.14  -0.3826
C: 1.60 3.19 3.92  0.2948
C: 1.99 -1.36 -0.30  -0.9338
C: 1.29 2.30 6.13  -0.1904
C: 1.23 0.89 -4.09  -0.3786
C: -0.81 0.51 1.24  -0.2368
C: 2.12 0.43 -2.89  -0.9852
C: -5.48 -2.56 -0.31  -0.2229
C: 0.50 2.42 1.92  0.2803
C: 0.65 -2.44 -2.94  -1.0051
C: 1.57 2.09 4.78  -0.2724
C: 1.97 1.92 -4.93  -0.6048
C: -4.33 -2.59 0.47  -0.2059
C: -5.81 -1.38 -0.97  -0.1845
C: 1.52 4.50 4.42  -0.2557
C: -4.98 -0.28 -0.87  -0.2460
C: 1.21 4.69 5.76  -0.1881
C: -0.68 -4.61 -2.96  -0.6045
C: 3.34 -2.07 -0.58  -0.4589
C: 4.11 -2.48 0.65  -0.5808
H: -2.58 0.99 -1.37  0.2150
H: 3.96 -1.41 -1.20  0.2127
H: 0.18 -3.69 -1.20  0.2029
H: -0.13 4.32 1.13  0.2364
H: -0.83 -0.57 1.17  0.2032
H: 1.61 5.35 3.75  0.2286
H: 3.51 -3.18 1.23  0.2259
H: -3.96 -3.54 0.87  0.2148
H: 2.92 1.52 -5.26  0.2065
H: 2.04 1.21 -2.10  0.2913
H: -2.03 3.36 -0.09  0.2140
H: -1.17 -2.83 -1.85  0.2261
H: -3.55 1.82 -0.30  0.2280
H: -1.27 -5.32 -2.39  0.2344
H: -1.25 -4.30 -3.82  0.2149
H: 5.04 -2.95 0.31  0.2291
H: 2.09 -0.41 0.26  0.2756
H: -5.17 0.59 -1.50  0.2063
H: 1.05 5.71 6.15  0.2240
H: 4.33 -1.59 1.25  0.2288
H: -6.64 -1.37 -1.69  0.2211
H: 3.17 0.44 -3.26  0.2719
H: 0.03 -1.82 -3.62  0.2847
H: 0.91 0.03 -4.70  0.1991
H: 1.24 -1.99 0.22  0.2585
H: 2.18 2.79 -4.32  0.2155
H: -6.03 -3.47 -0.51  0.2208
H: 1.39 2.23 -5.80  0.2337
H: 3.15 -2.97 -1.20  0.2128
H: 0.92 3.74 7.69  0.2237
H: 0.21 -5.12 -3.32  0.2051
H: 0.30 1.32 -3.69  0.2175
H: 1.29 -3.07 -3.61  0.2733
H: 0.74 0.43 2.74  0.2135
H: 1.70 1.09 4.39  0.2094
H: 1.23 1.43 6.78  0.2188
H: -2.56 -1.50 1.16  0.2031

Summary:
- E_HOMO (eV) = -10.719
- total charge = +1
- electronic energy (eV) = -39553.2730

Computed, not measured: a structure of composition C28H38As3F10N3Pd in a non-equilibrium geometry, with the ωB97M-V functional and the def2-TZVPD basis.

Each line ends with the natural charge from an NBO analysis.
Cartesian coordinates (Å):
Pd: 1.29 0.31 -0.10  0.9484
As: 0.16 -1.89 0.43  0.9562
As: -1.32 1.06 -0.70  0.9507
As: -4.81 -2.96 0.77  0.8757
F: 5.23 0.29 -3.38  -0.3212
F: 0.05 5.34 -0.80  -0.2965
F: 1.08 2.83 -0.62  -0.3357
F: 0.07 0.43 -5.16  -0.3051
F: 2.17 0.92 -6.91  -0.2987
F: -0.25 5.55 3.92  -0.2925
F: 4.73 0.88 -5.90  -0.2957
F: 0.52 3.00 4.12  -0.3178
F: 0.54 -0.12 -2.58  -0.3597
F: -0.55 6.77 1.48  -0.2942
N: 1.27 1.54 1.73  -0.6781
N: 3.52 0.25 1.23  -0.4517
N: 2.99 -0.29 -1.54  -0.7286
C: 3.93 0.33 -3.76  0.2333
C: 2.89 0.06 -2.82  0.0936
C: 4.45 1.34 1.48  -0.4197
C: 0.19 4.77 0.41  0.2772
C: 2.85 -0.15 2.46  -0.2100
C: -3.53 -1.49 0.29  -0.7159
C: -3.44 -2.53 -1.99  -0.6071
C: 0.03 4.87 2.80  0.2924
C: 0.81 2.78 1.74  0.0817
C: 1.60 0.13 -3.41  0.2823
C: -2.65 -1.72 -0.95  -0.0767
C: -3.83 -3.87 2.22  -0.9562
C: -0.58 -1.89 2.26  -0.9546
C: 2.39 0.67 -5.60  0.2015
C: -2.72 1.93 0.40  -0.9393
C: 3.69 0.63 -5.09  0.2933
C: 4.28 -0.55 -0.97  -0.2311
C: 1.85 0.93 2.90  -0.2388
C: -2.34 -0.38 -1.62  -0.7030
C: 4.15 -0.87 0.53  -0.2066
C: -0.12 5.50 1.56  0.2138
C: 1.03 -3.66 0.58  -0.9324
C: -1.46 2.32 -2.21  -0.9287
C: 1.34 0.42 -4.73  0.2762
C: 0.65 3.48 0.51  0.2807
C: -5.92 -1.87 1.99  -0.9471
C: 0.46 3.56 2.89  0.2437
C: -1.40 -2.55 -0.62  -0.6928
H: 5.28 1.02 2.14  0.1766
H: -3.48 -3.16 2.96  0.2121
H: 2.38 1.69 3.50  0.1939
H: -1.26 -2.73 2.40  0.2283
H: -1.44 3.34 -1.85  0.2377
H: 4.87 1.70 0.54  0.2155
H: -6.54 -2.53 2.59  0.2294
H: 5.14 -1.11 0.93  0.1802
H: -1.75 -3.46 -0.10  0.2193
H: 4.96 0.30 -1.10  0.1860
H: -5.31 -1.26 2.65  0.2137
H: -1.11 -0.95 2.46  0.2354
H: 4.74 -1.42 -1.45  0.1875
H: 1.08 0.48 3.54  0.1885
H: -4.17 -0.63 0.09  0.2229
H: -4.53 -4.56 2.70  0.2325
H: 3.93 2.17 1.94  0.2120
H: -0.63 2.19 -2.90  0.2446
H: -3.65 2.06 -0.15  0.2251
H: -2.91 1.37 1.31  0.2288
H: -0.95 -2.88 -1.57  0.2358
H: 1.55 -3.92 -0.35  0.2417
H: 1.77 -3.66 1.38  0.2336
H: 0.29 -4.44 0.80  0.2262
H: -3.00 -4.46 1.84  0.2180
H: 0.23 -1.98 2.99  0.2355
H: -3.30 0.08 -1.92  0.2184
H: -2.35 2.92 0.69  0.2407
H: -3.56 -3.56 -1.66  0.2166
H: 2.30 -1.08 2.24  0.1870
H: 3.51 -1.75 0.63  0.1920
H: -6.59 -1.22 1.43  0.2281
H: -1.78 -0.57 -2.54  0.2438
H: -2.90 -1.24 1.15  0.2114
H: -2.39 2.14 -2.76  0.2233
H: -2.92 -2.54 -2.95  0.2142
H: -4.43 -2.09 -2.13  0.2152
H: 3.56 -0.35 3.27  0.1834

Summary:
- E_HOMO (alpha / beta) (eV) = -6.895 / -6.814
- total charge = 0
- 2S+1 = 3
- <S²> = 2.0077
- electronic energy (eV) = -247288.2326

Computed, not measured: a structure of composition C28H38BBrN6O2S7Zn, with the ωB97M-V functional and the def2-TZVPD basis.

Each line ends with the Mulliken charge.
Cartesian coordinates (Å):
Br: 0.62 -6.37 6.17  -0.2751
Zn: -0.98 -1.00 -0.63  1.7509
S: -2.81 -2.44 -3.02  -0.2178
S: -0.95 -2.00 -3.78  -0.1804
S: 1.95 -0.26 1.34  -0.0785
S: 0.09 1.03 -2.00  -0.0025
S: -1.67 1.14 1.13  -0.4056
S: -3.14 -0.98 -1.58  -0.4868
S: 0.31 -2.31 -2.17  -0.4747
O: -0.76 -2.23 0.95  -0.6827
O: -2.82 -2.30 1.88  -0.7460
N: 3.47 0.47 -0.86  0.6811
N: -1.61 3.21 -1.92  0.6151
N: 0.00 3.27 -0.45  -0.0593
N: 2.23 2.07 -0.04  -0.1197
N: -0.42 1.46 3.57  0.5071
N: 0.57 2.48 1.92  0.0416
C: -2.63 0.24 3.93  -1.8389
C: 2.97 2.60 -1.08  -1.3718
C: 2.57 0.77 0.14  -0.0466
C: 0.78 -4.75 3.83  -0.6895
C: -1.44 1.31 5.80  -1.8895
C: 4.15 -0.80 -1.23  1.4033
C: 0.27 -3.92 2.84  -0.0350
C: -2.58 2.91 -3.01  1.5267
C: -1.07 -3.57 2.84  -0.0545
C: -0.42 -0.70 4.66  -1.1791
C: -0.07 -5.23 4.81  0.2677
C: -2.18 1.75 -3.92  -2.0055
C: -1.23 0.58 4.46  1.5235
C: -1.91 -4.06 3.83  -0.2506
C: 3.60 -2.05 -0.55  -2.0136
C: 3.97 -0.99 -2.74  -1.6189
C: -1.64 -2.61 1.79  0.0887
C: -1.42 -4.90 4.83  -0.5476
C: -3.92 2.57 -2.34  -1.3886
C: -0.80 4.37 -0.23  -1.4978
C: 1.31 2.70 3.05  -1.3963
C: -0.49 1.69 2.22  0.0003
C: -2.70 4.16 -3.88  -1.8174
C: -0.51 2.53 -1.47  -0.1699
C: 3.74 1.62 -1.58  -0.2396
C: 0.72 2.07 4.07  -0.0667
C: 5.63 -0.65 -0.87  -1.7520
C: -1.80 4.33 -1.13  -0.1048
B: 1.14 2.98 0.57  0.8392
H: 2.84 3.62 -1.40  0.5141
H: -2.95 1.70 -4.70  0.5298
H: -3.13 -0.32 4.73  0.5164
H: -3.03 5.04 -3.32  0.4047
H: -3.78 1.78 -1.62  0.1330
H: 0.90 -3.51 2.07  0.5119
H: -2.61 -0.37 3.03  0.1861
H: -0.99 -1.43 5.25  0.4737
H: -0.50 1.51 6.33  0.4142
H: -1.21 1.92 -4.39  0.3891
H: 2.54 -2.17 -0.73  0.1491
H: 6.09 0.20 -1.38  0.3587
H: 2.90 -1.00 -2.98  0.2782
H: 4.41 1.64 -2.42  0.4845
H: 1.66 4.06 0.81  -0.2829
H: -2.95 -3.77 3.81  0.4727
H: 1.03 1.97 5.09  0.4268
H: -1.95 2.26 5.64  0.4041
H: 3.77 -2.04 0.52  0.4544
H: -2.06 -5.29 5.60  0.4065
H: -0.19 -1.13 3.69  -0.0407
H: -3.20 1.14 3.72  0.3587
H: 6.18 -1.55 -1.16  0.4338
H: 1.83 -5.02 3.84  0.4209
H: 2.23 3.26 3.02  0.5289
H: -4.63 2.22 -3.10  0.4210
H: -4.35 3.45 -1.84  0.3479
H: -3.43 3.97 -4.67  0.4528
H: 4.39 -1.96 -3.03  0.4505
H: 5.74 -0.50 0.21  0.3590
H: -1.74 4.39 -4.34  0.3793
H: -0.60 5.06 0.56  0.5339
H: 4.13 -2.90 -1.00  0.6148
H: -2.63 5.00 -1.26  0.4549
H: 4.47 -0.22 -3.33  0.4176
H: 0.52 -0.49 5.17  0.4133
H: -2.16 0.80 -3.41  0.2257
H: -2.05 0.69 6.44  0.4612

Summary:
- E_HOMO (eV) = -1.397
- total charge = -2
- electronic energy (eV) = -237682.0561

> Which value of electronic energy does entry 4 give?

-39553.2730 eV